A 14-piece molecular cluster, C3H34NO14S overall. Source: the OMol25 dataset; level of theory: ωB97M-V/def2-TZVPD.

Geometry as XYZ:
```
53
Properties=species:S:1:pos:R:3:forces:R:3
O 2.1708 2.2646 0.0992 0.908 2.391 -3.172
C 2.1876 1.6461 1.1570 -0.181 -0.522 1.074
C 2.3552 0.1930 1.0368 2.086 0.117 3.300
C 1.8426 -0.4611 2.2990 -2.906 -2.504 0.254
S 2.7491 -0.4608 3.9085 1.001 -0.153 -0.908
N 1.6809 -0.2937 -0.3168 1.477 -2.830 0.702
H 2.2830 2.2670 2.0699 -0.166 -1.239 0.399
H 3.5105 -0.1080 1.2696 -1.707 0.083 -2.509
H 1.4559 -1.5285 1.9929 0.969 1.892 1.099
H 0.9318 0.0738 2.6645 0.667 -0.383 -0.492
H 4.0410 -0.8563 3.5922 -1.051 0.183 -0.087
H 1.9506 -1.3387 -0.5721 -0.177 2.629 0.694
H 2.0117 0.3627 -1.0413 -0.314 0.401 -0.292
H 0.6470 -0.3222 -0.3161 0.456 0.803 0.504
H -2.7743 3.5700 -3.0072 0.897 -2.654 0.421
H -3.1609 2.4086 -2.1176 -2.719 -1.236 3.146
O -2.5796 2.5841 -2.7804 1.910 3.844 -3.686
H -0.3505 2.8114 -1.4893 0.494 -1.932 1.855
H -0.6492 3.2420 -0.0999 1.664 -3.234 -0.725
O -0.1993 2.3794 -0.5562 -3.573 4.502 -1.416
H -1.1062 -3.2044 -1.2402 -1.483 1.067 -0.138
H -0.4903 -4.3987 -2.0134 0.301 1.702 1.595
O -0.3585 -3.7571 -1.2385 2.548 -1.078 -3.483
H -0.3351 -5.3591 0.3893 1.496 -0.480 0.089
H -1.6081 -5.5592 -0.3249 -3.583 -4.723 -5.928
O -1.2207 -5.1038 0.2792 0.631 3.652 7.946
H 1.2631 5.4293 0.2998 1.726 2.131 1.627
H 1.3942 3.8489 0.0096 2.589 -3.089 0.945
O 0.9713 4.6593 -0.0768 -4.000 1.034 -2.298
H 0.9986 1.0910 -3.2166 -1.901 -1.065 -1.058
H 1.4700 2.3555 -2.7194 -0.314 2.644 0.447
O 1.6989 1.4658 -2.7425 2.960 -1.531 0.900
H -2.5570 -3.7501 1.3965 -0.367 0.853 1.440
H -2.4514 -2.5136 0.7421 -1.140 0.181 1.685
O -2.8242 -2.8064 1.6466 1.432 -1.721 -3.504
H 2.4353 -4.2419 1.4459 0.708 -1.354 0.387
H 1.4862 -3.7762 0.2743 0.762 0.161 1.188
O 1.9877 -3.5039 1.0894 -1.579 1.099 -1.838
H -3.9501 0.0461 -0.6359 -0.348 -0.399 0.206
H -2.6926 0.8692 -0.3759 0.478 0.101 0.300
O -3.3821 0.7075 -1.0192 0.005 0.187 -0.337
H 0.6571 5.3287 -2.9402 -1.297 -1.120 0.614
H 0.1797 4.6207 -1.6646 0.472 0.357 0.796
O -0.0637 4.7305 -2.5874 0.891 0.980 -1.578
H -1.3298 -0.3108 2.7468 -0.621 0.546 1.417
H -1.7244 -1.3664 1.7039 -0.515 -0.386 0.745
O -1.0904 -0.7024 1.9360 1.171 0.214 -1.915
H -0.6458 0.0867 -4.3636 -0.634 1.475 2.142
H -1.4264 0.9764 -3.1770 -0.302 0.070 -0.566
O -0.5888 0.6192 -3.5012 0.296 -1.812 -1.939
H -5.8397 -2.5608 -0.0341 0.195 -0.118 0.177
H -4.5008 -2.9595 0.6069 1.100 -0.346 2.868
O -4.9197 -2.7959 -0.1896 -1.416 0.611 -3.094
```
Forces are in eV/Å.

Calculated values
Largest force on an atom (eV/A): 8.77
E_LUMO (alpha / beta) (Eh): -0.0176 / -0.0200
Total charge: 0
Molar mass (g mol⁻¹): 340.365
HOMO-LUMO gap (alpha / beta) (Ha): 0.107 / 0.261
Multiplicity: 2

=====

C18H12Cl3LiN3O2 as an isolated structure. Source: the OMol25 dataset; level of theory: ωB97M-V/def2-TZVPD.

Geometry as XYZ:
```
39
Properties=species:S:1:pos:R:3:forces:R:3
Li 0.0492 -0.4894 0.1120 -0.077 -0.199 -0.039
O -1.9113 3.0244 0.0011 0.038 -0.060 0.034
C -1.1194 2.0614 -0.0963 -0.246 0.124 -0.149
N -1.3714 0.7966 -0.3517 0.087 0.065 0.217
C -2.7599 0.4326 -0.3878 0.061 -0.029 -0.096
C -2.9041 -1.0552 -0.1549 -0.024 -0.013 0.055
C -3.9866 -1.7672 -0.6706 -0.018 0.013 0.005
C -4.0594 -3.1318 -0.4672 0.003 -0.016 0.002
C -3.0405 -3.7630 0.2333 -0.008 0.014 0.017
C -2.0017 -2.9823 0.7114 -0.034 -0.018 0.064
N -1.9448 -1.6632 0.5446 0.177 0.086 -0.213
C 0.3590 2.3469 0.1099 0.063 -0.005 0.056
C 0.8211 3.6583 0.1246 0.013 -0.035 -0.032
C 2.1719 3.8862 0.3133 0.003 -0.004 0.007
C 3.0217 2.8028 0.4934 0.001 -0.012 0.014
C 2.4719 1.5313 0.4890 -0.009 0.042 -0.014
N 1.1736 1.3071 0.3053 0.009 -0.104 -0.016
H -3.2295 0.6704 -1.3529 -0.025 0.035 0.020
H -3.3414 0.9833 0.3658 -0.011 -0.021 0.009
H -4.7446 -1.2457 -1.2419 -0.002 0.002 0.001
H -4.8886 -3.7026 -0.8681 -0.002 -0.001 0.001
H -3.0396 -4.8326 0.3938 -0.001 -0.003 -0.005
H -1.1629 -3.4253 1.2373 0.011 0.015 -0.006
H 0.0997 4.4507 -0.0133 -0.004 0.007 0.000
H 2.5628 4.8969 0.3231 0.004 -0.001 -0.010
H 4.0856 2.9341 0.6381 -0.001 0.004 0.008
H 3.0915 0.6524 0.6342 0.010 0.000 -0.009
Cl 6.7653 -3.4491 -0.4746 0.014 0.005 0.001
C 5.0734 -3.0201 -0.3398 -0.005 -0.001 -0.008
C 4.4915 -2.2057 -1.2959 0.002 0.014 -0.017
C 3.1551 -1.8803 -1.1828 -0.035 -0.028 0.056
Cl 2.4305 -0.8564 -2.3874 0.005 0.032 -0.044
C 2.3058 -2.3363 -0.1295 0.007 -0.018 0.044
O 1.0760 -2.0481 -0.0335 -0.002 0.130 0.058
C 2.9913 -3.1613 0.8113 -0.009 -0.006 -0.037
Cl 2.0617 -3.7721 2.1535 0.002 -0.009 0.005
C 4.3251 -3.5015 0.7200 0.000 -0.009 0.019
H 5.0710 -1.8268 -2.1263 0.002 0.001 0.002
H 4.7747 -4.1365 1.4707 0.000 0.001 0.001
```
Forces are in eV/Å.

Calculated values
Largest force on an atom (eV/A): 0.31
E_LUMO (Eh): 0.1028
Total charge: -1
Molar mass (g mol⁻¹): 415.613
HOMO-LUMO gap (Ha): 0.273
Energy relative to the best compared isomer or geometry (same formula, charge and spin) (kcal per mole): 1.88

=====

C39H40AsNO6SSiZn as an isolated structure. Source: the OMol25 dataset; level of theory: ωB97M-V/def2-TZVPD.

Geometry as XYZ:
```
90
Properties=species:S:1:pos:R:3:forces:R:3
Zn 0.3326 -0.1778 0.8331 0.373 -0.483 0.357
O -3.7034 -0.6010 2.8896 -0.671 -0.119 -1.011
As -1.9878 -0.3449 3.2618 0.497 -0.131 0.660
O -1.6187 -1.5804 4.2549 0.325 0.209 0.291
O -1.3827 -0.2344 1.7324 -0.316 0.036 -0.877
C -1.9824 1.4627 4.0574 0.506 -0.061 0.241
C -3.1839 1.9186 4.5461 -2.297 -0.026 0.098
C -3.3714 3.1241 5.2150 1.187 -0.252 0.433
C -2.2538 3.9060 5.4569 0.629 2.226 0.194
C -1.0138 3.5125 4.9588 -0.573 0.189 -0.382
C -0.8803 2.2980 4.2748 -0.146 0.062 0.483
S 0.7891 1.9494 3.8314 2.059 3.094 -1.894
O 1.1300 3.0183 2.8290 -0.768 -1.107 1.660
O 1.5488 2.0614 5.0608 -0.229 0.015 0.285
O 0.8363 0.6610 3.2207 -0.397 -2.238 -0.617
H -3.7137 -0.9866 1.9774 0.129 0.428 1.155
H -4.1110 1.3498 4.3852 0.605 -0.102 -0.022
H -4.3056 3.3853 5.6665 -0.573 0.066 -0.148
H -2.2947 4.9630 5.9406 -0.210 -2.068 -0.676
H -0.1676 4.2030 4.9981 -0.137 -0.506 0.188
C 1.1240 1.3720 -0.1010 0.278 0.285 -1.208
Si 0.8601 1.7703 -1.9170 1.167 -0.773 0.523
C -0.7549 2.7175 -2.0137 -1.505 -0.661 -0.807
N -1.6690 2.2309 -1.0116 1.207 -1.055 0.028
C -2.2536 0.9507 -1.2657 -0.246 -2.014 0.712
C -3.8187 0.9569 -1.1328 1.056 0.031 0.994
C -4.1738 1.4778 0.2875 -0.053 -1.007 -0.622
C -3.2063 2.5336 0.7609 -0.306 1.347 0.834
C -2.4748 3.1648 -0.3996 -2.559 0.710 -0.427
C 2.3014 2.9307 -2.4756 -0.760 -0.119 1.705
C 2.7817 3.0748 -3.7337 0.559 -0.535 -2.553
C 3.8885 3.8709 -4.0264 0.182 1.153 0.974
C 4.5273 4.6139 -3.0067 -0.080 -0.498 -1.230
C 4.0210 4.5012 -1.7083 0.644 0.891 -0.789
C 2.9347 3.6971 -1.4782 -0.367 -0.094 0.065
C 0.9520 0.2428 -3.1344 0.416 -1.857 0.704
C 0.4190 0.0836 -4.4072 -0.361 2.317 0.135
C 0.4562 -1.0660 -5.1532 0.126 -1.307 -0.461
C 0.9684 -2.2230 -4.6365 0.881 0.694 2.669
C 1.5257 -2.1595 -3.3195 -0.101 -2.857 -1.104
C 1.5344 -0.9882 -2.6311 0.042 2.030 1.208
H 0.6909 2.2054 0.4581 0.082 0.159 0.053
H 2.2051 1.3429 0.1384 -0.362 0.019 -0.142
H -1.3831 2.7160 -2.9358 0.891 0.152 -0.446
H -0.5383 3.7453 -1.8054 0.283 0.752 0.204
H -1.8467 0.1558 -0.5010 -0.808 1.233 -1.366
H -1.9192 0.6416 -2.2652 -0.272 -0.266 0.056
H -4.2395 -0.0405 -1.2558 0.233 -0.168 -0.070
H -4.3206 1.5788 -1.8515 0.097 0.440 -0.650
H -4.0875 0.6307 0.9746 -0.423 0.321 -0.097
H -5.2011 1.8276 0.2379 -0.243 0.079 0.317
H -2.5020 2.0756 1.4268 0.700 -0.295 0.156
H -3.6772 3.3148 1.4024 -0.024 -0.401 -0.573
H -1.8508 3.9646 -0.1408 0.681 1.427 0.832
H -3.2842 3.6111 -1.1110 0.721 -0.256 0.524
H 2.3424 2.5277 -4.6036 0.171 0.358 0.878
H 4.1581 4.0511 -5.0545 0.282 -0.232 -0.199
H 5.3816 5.2594 -3.3102 -0.695 -0.439 0.586
H 4.4101 5.1418 -0.9194 0.046 -0.296 -0.003
H 2.5525 3.7283 -0.4803 -0.349 -0.412 0.526
H -0.0641 0.9526 -4.8551 -0.007 -0.041 -0.056
H 0.0789 -1.1623 -6.1477 -0.505 0.565 -0.557
H 0.9085 -3.1668 -5.1056 0.013 -0.754 -0.751
H 1.8807 -3.1727 -2.8724 -0.442 2.116 -0.518
H 1.9557 -0.9768 -1.6144 -0.270 -0.025 -0.554
C 4.4121 -6.1256 -0.0947 0.375 -0.020 0.752
C 3.0983 -6.2085 0.3949 -0.413 0.198 -0.354
C 2.2960 -5.0333 0.5587 2.718 -0.815 -1.074
C 2.8359 -3.7966 0.1735 0.551 0.587 0.517
C 4.1729 -3.7131 -0.2808 0.465 -0.740 0.421
C 4.9887 -4.8800 -0.3195 -1.611 1.104 -0.843
C 2.1577 -2.4782 0.4156 -0.500 -1.058 -0.157
C 0.8664 -2.1617 0.5861 -0.674 -0.300 0.488
C -0.2851 -3.1338 0.6237 1.068 0.397 1.507
C -0.8365 -3.6353 1.8131 -0.816 -1.374 -0.207
C -1.9429 -4.5618 1.8145 2.363 1.597 1.479
C -2.4640 -4.9854 0.6452 -1.215 -0.238 -1.097
C -2.0030 -4.3592 -0.5135 0.186 -0.510 1.288
C -0.9477 -3.4817 -0.5224 -0.679 0.299 -1.701
H 5.0982 -7.0032 -0.1774 -0.998 0.549 0.074
H 2.7519 -7.2413 0.5758 -0.268 0.822 0.217
H 1.3532 -4.9782 1.0055 -1.358 -0.587 0.507
H 4.5528 -2.6887 -0.4932 -0.055 -1.007 0.081
H 5.9952 -4.8605 -0.6850 0.496 0.312 0.004
H 2.8851 -1.6864 0.4543 0.230 0.489 -0.139
H -0.4070 -3.4311 2.7750 0.128 0.518 0.211
H -2.2784 -4.8685 2.7969 -0.150 -0.207 -0.082
H -3.3152 -5.6937 0.5727 0.641 0.499 0.171
H -2.5441 -4.6105 -1.3572 -0.663 -0.233 -2.080
H -0.7005 -2.9763 -1.4572 0.167 -0.229 0.100
```
Forces are in eV/Å.

Calculated values
Largest force on an atom (eV/A): 4.17
E_LUMO (Eh): 0.1567
Total charge: -2
Molar mass (g mol⁻¹): 819.215
HOMO-LUMO gap (Ha): 0.250
Energy relative to the best compared isomer or geometry (same formula, charge and spin) (kcal per mole): 0.00

=====

A 3-piece molecular cluster, C15H36N2O11P2 overall. Source: the OMol25 dataset; level of theory: ωB97M-V/def2-TZVPD.

Geometry as XYZ:
```
66
Properties=species:S:1:pos:R:3:forces:R:3
H 1.0378 -3.8480 3.4571 0.253 0.596 -0.522
N 1.2544 -3.0663 2.8002 -2.994 1.568 -0.438
C 0.1487 -2.3811 2.6130 0.506 -2.100 1.518
C -1.2007 -2.8639 3.3842 1.442 -0.355 -0.715
O -2.3170 -2.5040 2.5174 -1.979 1.173 2.283
C -3.2717 -1.6898 3.1881 0.222 3.210 0.503
O -3.0605 -0.4871 3.5079 -0.868 -5.779 -0.862
O -4.5480 -2.3174 3.4398 3.012 2.018 0.083
N -4.8295 -3.1666 2.3688 -0.641 -2.383 -1.013
H 0.0298 -1.4787 1.9267 0.454 -1.269 0.960
H -1.2608 -2.4442 4.4452 -0.066 -0.290 -1.587
H -1.1988 -4.0208 3.4416 0.113 1.887 -0.044
H -5.8563 -3.3212 2.3701 0.866 0.527 0.313
H -4.4261 -4.0991 2.6106 -0.352 0.904 -0.215
C -4.3948 0.7237 0.8781 -0.166 -0.072 -0.073
C -3.9856 0.2777 -0.5136 0.021 -0.414 0.295
O -4.5456 1.1069 -1.5280 0.234 0.753 0.993
P -3.7692 2.5019 -2.0171 -3.310 -6.793 -4.883
O -2.3738 1.8747 -2.1095 0.029 3.715 2.256
O -4.1333 2.4171 -3.6307 0.105 1.397 0.654
C -3.1199 2.2221 -4.6069 0.373 -0.129 -0.287
C -2.9005 0.7442 -4.8781 -0.152 -0.223 0.061
O -5.2628 3.3221 -1.8926 2.649 0.993 0.595
C -6.1000 3.2858 -0.7559 -0.301 0.221 0.707
C -5.6058 4.2072 0.3377 0.033 0.297 0.010
H -4.0727 1.7502 1.0705 0.092 -0.037 0.062
H -3.9530 0.0763 1.6378 -0.091 0.299 -0.272
H -5.4810 0.6882 0.9969 0.047 -0.008 -0.008
H -2.8975 0.2261 -0.5797 -0.035 0.166 -0.188
H -4.3591 -0.7353 -0.6880 -0.073 0.105 -0.141
H -2.1933 2.7225 -4.3153 -0.067 -0.183 0.073
H -3.4571 2.7079 -5.5275 -0.172 0.027 0.162
H -2.7147 0.1809 -3.9606 0.116 0.202 -0.007
H -2.0534 0.5977 -5.5523 -0.052 0.028 0.006
H -3.7921 0.3059 -5.3364 0.087 0.095 -0.030
H -6.2516 2.2695 -0.3982 0.315 -0.087 -0.086
H -7.0863 3.6303 -1.0840 0.214 0.057 -0.300
H -4.5641 3.9970 0.6010 -0.112 -0.127 0.067
H -6.2280 4.1098 1.2292 0.088 -0.009 0.012
H -5.6440 5.2479 0.0029 -0.010 -0.097 0.034
C 4.3611 -0.4367 -2.5756 0.125 -0.083 -0.076
C 3.8995 -0.9969 -1.2427 -0.376 -0.167 -0.258
O 4.9827 -1.1850 -0.3379 0.259 1.024 -0.798
P 5.5007 0.0607 0.6470 -2.097 -8.510 2.215
O 4.0989 0.5026 1.0816 2.409 3.362 -1.393
O 5.8531 -0.8379 1.9920 0.885 1.294 -0.383
C 5.1136 -0.6856 3.1961 -0.363 -0.006 0.479
C 3.9278 -1.6338 3.2313 0.132 -0.039 -0.211
O 7.1054 -0.3038 0.1859 -1.156 2.581 0.490
C 7.5405 -0.4369 -1.1507 0.292 0.218 -0.679
C 7.7524 0.9079 -1.8110 0.190 0.220 0.052
H 4.8573 0.5280 -2.4437 -0.082 0.044 -0.019
H 3.5138 -0.2988 -3.2520 0.028 0.019 0.083
H 5.0709 -1.1122 -3.0597 -0.055 0.032 0.013
H 3.1205 -0.3580 -0.8234 0.164 0.015 0.188
H 3.4465 -1.9787 -1.4056 0.145 -0.027 0.132
H 4.8061 0.3534 3.3386 -0.079 -0.129 -0.129
H 5.7876 -0.9248 4.0245 0.152 -0.012 -0.209
H 3.3035 -1.5453 2.3408 0.089 0.154 0.152
H 3.3072 -1.4423 4.1096 0.035 -0.011 -0.038
H 4.2722 -2.6716 3.2660 -0.030 0.101 0.047
H 6.8783 -1.0778 -1.7292 -0.265 0.105 0.167
H 8.4998 -0.9638 -1.1154 -0.077 0.061 0.351
H 6.8580 1.5358 -1.7418 -0.019 -0.127 -0.118
H 8.0205 0.7797 -2.8613 -0.062 0.055 0.016
H 8.5604 1.4519 -1.3132 -0.069 -0.057 -0.055
```
Forces are in eV/Å.

Calculated values
Largest force on an atom (eV/A): 9.04
E_LUMO (Eh): -0.0421
Total charge: 0
Molar mass (g mol⁻¹): 482.404
HOMO-LUMO gap (Ha): 0.323
SMILES string: [H]/N=C\COC(=O)ON.CCOP(=O)(OCC)OCC.CCOP(=O)(OCC)OCC

=====

C7H6LiO6 as an isolated structure. Source: the OMol25 dataset; level of theory: ωB97M-V/def2-TZVPD.

Geometry as XYZ:
```
20
Properties=species:S:1:pos:R:3:forces:R:3
O 0.1309 -2.5109 3.1138 -0.944 1.400 -2.002
C -0.5561 -1.8638 2.2369 -0.197 -1.251 3.304
C -0.5424 -1.9966 0.8694 -0.696 0.657 -3.094
C -1.4717 -1.3172 -0.0452 -0.396 -0.530 3.425
C -1.1915 -1.0711 -1.3486 4.867 -0.174 -0.194
O -1.7980 -0.4782 -2.3009 -0.515 -1.245 0.795
H -1.3652 -1.1949 2.6238 0.394 -0.056 -0.080
H 0.2547 -2.6015 0.4155 -0.254 0.252 0.151
H -2.3272 -0.7848 0.3928 -0.015 -0.477 0.043
C 0.7054 0.7459 -0.8455 0.257 -0.762 3.277
C 1.8398 0.9980 0.1105 -1.167 0.404 -0.118
O 1.5514 2.2885 0.6475 2.287 1.949 2.404
C 0.3722 2.7792 0.2160 0.107 -4.159 -5.825
O -0.3898 1.6985 -0.0009 -1.840 -1.315 0.312
O 0.2638 3.5985 -0.6742 0.522 3.648 1.580
O 0.8623 0.5703 -2.0333 -0.325 1.925 -2.607
H 2.7726 1.1030 -0.4610 -0.023 -0.428 0.589
H 1.7362 0.2233 0.8890 0.797 0.284 -0.155
Li -0.9758 0.9486 -2.5706 0.840 0.861 0.045
H 0.1284 -1.1348 -1.2349 -3.698 -0.982 -1.850
```
Forces are in eV/Å.

Calculated values
Largest force on an atom (eV/A): 7.16
E_LUMO (alpha / beta) (Eh): 0.0856 / 0.0878
Total charge: -1
Molar mass (g mol⁻¹): 193.060
HOMO-LUMO gap (alpha / beta) (Ha): 0.217 / 0.189
Energy relative to the best compared isomer or geometry (same formula, charge and spin) (kcal per mole): 29.30

=====

A 2-piece molecular cluster, C2H9N2O2 overall. Source: the OMol25 dataset; level of theory: ωB97M-V/def2-TZVPD.

Geometry as XYZ:
```
15
Properties=species:S:1:pos:R:3:forces:R:3
N -1.1000 1.6622 -1.1740 -1.144 1.646 -0.150
C -0.7594 0.6688 -0.0351 2.894 1.839 -3.797
C 0.8212 0.8993 0.4489 -2.232 -2.112 1.103
N 1.5286 -0.2597 0.6794 1.050 2.524 2.419
O 1.1458 2.0279 0.7262 0.399 0.283 -0.510
H -1.4186 2.6377 -1.0009 0.598 -0.197 1.128
H -1.9379 1.4089 -1.7397 0.482 -0.994 0.255
H -0.3346 1.7965 -1.8357 0.243 -0.343 -0.250
H -1.4819 0.6995 0.7089 -1.057 -0.122 1.665
H -0.6462 -0.1645 -0.6931 -0.156 -1.666 0.593
H 1.1234 -0.9950 1.2294 -1.837 -1.555 -1.081
H 2.1787 -0.0697 1.4896 0.950 0.587 -1.546
H -0.0191 -2.9170 0.9212 0.714 -0.997 -1.083
H 0.3363 -4.1619 0.0982 0.057 -0.395 -0.091
O 0.5637 -3.2330 0.1766 -0.959 1.501 1.344
```
Forces are in eV/Å.

Calculated values
Largest force on an atom (eV/A): 5.12
E_LUMO (alpha / beta) (Eh): -0.3704 / -0.5336
Total charge: +2
Molar mass (g mol⁻¹): 93.106
HOMO-LUMO gap (alpha / beta) (Ha): 0.304 / 0.139
Energy relative to the best compared isomer or geometry (same formula, charge and spin) (kcal per mole): 60.20
Multiplicity: 2